[1]
{
  "formula": "C18H42Cl2N3O10",
  "method": "wB97M-V/def2-TZVPD",
  "total_charge": -1,
  "energy_ev": -69321.0401,
  "gap_ev": 7.9,
  "elements": ["N", "H", "H", "H", "H", "Cl", "O", "O", "O", "O", "Cl", "O", "O", "O", "O", "C", "C", "C", "C", "C", "C", "N", "O", "C", "C", "C", "H", "H", "H", "H", "H", "H", "H", "H", "H", "H", "H", "H", "H", "H", "H", "H", "H", "H", "H", "C", "C", "C", "C", "C", "C", "N", "O", "C", "C", "C", "H", "H", "H", "H", "H", "H", "H", "H", "H", "H", "H", "H", "H", "H", "H", "H", "H", "H", "H"],
  "positions_angstrom": [[-0.860357, -1.188577, 0.587904], [-1.402445, -0.363656, 0.801780], [-1.445952, -1.992608, 0.412671], [-0.303404, -1.201226, 1.430363], [-0.346688, -0.915202, -0.237632], [0.171287, -2.957694, 3.832220], [-0.233181, -3.688871, 2.647012], [-0.870933, -3.083237, 4.849117], [1.426945, -3.479100, 4.362754], [0.417050, -1.568413, 3.399980], [-4.200154, -3.345197, 1.016806], [-3.441458, -3.272951, 2.257670], [-5.245062, -2.307444, 0.901979], [-3.284766, -3.111656, -0.089492], [-4.692057, -4.668480, 0.828071], [-3.580684, 3.106784, 0.694982], [-2.344658, 2.341879, 0.116139], [-1.495708, 3.255091, -0.809702], [-0.702096, 4.269706, -0.068737], [0.266095, 3.543139, 0.843267], [-0.484831, 2.538964, 1.826941], [-1.515979, 1.732414, 1.141288], [-2.265397, 0.932341, 1.894023], [0.591514, 1.531153, 2.353021], [-0.920229, 3.383723, 3.041962], [-2.939918, 1.174789, -0.833451], [-4.228225, 3.585874, -0.039364], [-3.253211, 3.967901, 1.277500], [-4.126458, 2.621565, 1.504173], [-0.754803, 2.760060, -1.437491], [-2.147074, 3.819184, -1.477244], [-1.370474, 4.975596, 0.424305], [-0.185086, 4.923383, -0.771236], [0.761696, 4.376894, 1.340579], [1.059838, 3.052239, 0.280153], [1.541648, 2.054376, 2.460590], [0.338293, 1.070869, 3.308065], [0.699305, 0.762554, 1.587689], [-0.164193, 4.087622, 3.389849], [-1.828117, 3.961623, 2.869177], [-1.252857, 2.790082, 3.893459], [-2.094594, 0.804466, -1.413431], [-3.615808, 1.530809, -1.610968], [-3.393052, 0.417817, -0.193319], [-2.821651, 1.518289, 2.412530], [2.954880, -0.681145, 0.716043], [2.950428, -1.077513, -0.792209], [3.419609, -2.587950, -0.933944], [3.030192, -3.279298, -2.211134], [1.592562, -3.125182, -2.493738], [1.196811, -1.599954, -2.539533], [1.548891, -0.870269, -1.304792], [1.212470, 0.462524, -1.255125], [1.757659, -1.002356, -3.899365], [-0.299914, -1.580893, -2.615167], [3.970441, -0.169405, -1.531951], [2.868966, 0.382674, 0.937399], [2.039831, -0.998776, 1.215938], [3.817608, -1.012923, 1.293735], [4.501657, -2.718734, -0.920592], [3.150409, -3.244916, -0.106891], [3.566220, -2.958850, -3.104482], [3.228214, -4.348329, -2.133297], [0.943792, -3.561857, -1.734454], [1.444144, -3.606046, -3.460612], [1.391538, -1.618473, -4.720616], [2.822588, -0.893751, -4.104895], [1.227494, -0.057460, -4.018510], [-0.853920, -2.000132, -3.455051], [-0.715701, -0.579732, -2.728715], [-0.824280, -2.025408, -1.769271], [4.981876, -0.288214, -1.143386], [4.085294, -0.429933, -2.584098], [3.780128, 0.897999, -1.643852], [1.748001, 0.827428, -1.963388]],
  "forces_ev_per_a": [[-0.2, 1.4, 0.0], [-1.1, 0.2, -0.1], [-0.6, -0.8, 0.4], [0.8, -1.2, 0.7], [0.8, -0.3, -0.1], [0.0, -1.1, 0.2], [0.3, 0.1, 0.2], [1.1, 0.8, -0.9], [-0.7, 0.3, -0.3], [-0.5, 0.1, 0.3], [0.8, 1.0, -0.1], [-1.1, 0.5, -0.7], [0.7, -1.3, 0.8], [1.1, 0.7, -0.6], [-1.2, -0.5, 0.3], [1.1, 1.2, 0.8], [-1.6, -0.3, -2.3], [-0.7, 0.4, -0.1], [0.1, 0.3, 0.0], [-0.9, 0.3, 0.2], [2.0, 0.4, 0.9], [2.0, 2.1, -3.0], [-0.8, -1.2, 2.3], [-0.5, 0.5, -0.5], [-1.5, -0.1, 0.2], [1.2, 1.0, 1.0], [-0.2, -0.7, -0.2], [0.5, 0.4, -0.1], [-0.5, -0.8, -0.7], [-0.4, -0.9, 0.0], [-0.4, -0.4, -0.2], [0.0, -0.1, 0.7], [0.4, -0.1, -0.2], [0.2, -0.5, 0.9], [-0.3, -0.4, -0.2], [0.1, 0.0, 0.1], [-0.1, -0.1, -0.2], [0.2, 0.0, 0.2], [0.2, -0.3, -0.1], [0.1, 0.4, -0.5], [0.5, -0.4, 0.1], [0.1, -0.5, 0.3], [-0.3, 0.3, 0.5], [-0.1, -0.1, -0.4], [-0.6, -0.3, 0.6], [-0.7, 0.3, 0.1], [0.6, 0.3, 0.7], [0.4, 0.2, -0.1], [0.1, -0.6, 0.0], [-0.7, 1.4, 0.4], [0.4, -0.8, -1.9], [1.4, -3.2, 1.0], [-0.2, 0.4, -0.7], [-1.0, 0.1, 0.4], [-2.2, 0.9, -0.4], [0.4, -0.4, -1.1], [0.4, 0.4, -0.8], [0.2, -0.9, 0.0], [0.0, -0.4, -0.3], [0.3, 1.0, 0.3], [-0.8, 0.5, 0.3], [0.4, 0.3, 0.1], [0.3, -0.1, 0.1], [0.2, -0.4, 0.0], [-0.8, 0.3, 0.0], [-0.2, -0.2, 0.1], [0.0, 0.0, 0.6], [0.4, 0.4, -0.3], [0.9, -0.8, -0.5], [0.3, 0.6, 0.5], [0.4, -0.1, 0.1], [-0.1, 0.1, 0.4], [-0.1, -0.6, -0.1], [-0.4, 0.2, 0.9], [0.1, 0.9, -0.3]]
}



[2]
{
  "formula": "C2H2N4O2",
  "method": "wB97M-V/def2-TZVPD",
  "energy_ev": -12157.3677,
  "gap_ev": 9.8,
  "elements": ["O", "N", "O", "C", "N", "N", "C", "N", "H", "H"],
  "positions_angstrom": [[-3.809927, 1.050753, -0.071593], [-2.680692, 1.315704, 0.235356], [-2.142290, 2.460303, 0.413622], [-1.751698, 0.155841, 0.191819], [-2.051396, -0.991521, 0.692573], [-1.028308, -1.764245, 0.497461], [-0.047357, -1.048576, -0.020525], [-0.496078, 0.201810, -0.323363], [0.774021, -1.428620, -0.426169], [-0.062946, 0.888205, -0.844828]],
  "forces_ev_per_a": [[-0.1, 0.7, 0.6], [2.3, 1.5, -1.0], [-1.7, -3.0, -0.3], [-0.6, 1.9, 0.1], [-2.2, 1.3, 0.1], [3.0, -1.5, 0.3], [-3.7, 0.8, 0.1], [-1.5, -2.0, 2.1], [3.5, -1.5, -1.2], [0.9, 1.7, -0.9]]
}



| no. | E_HOMO (eV) |
| --- | --- |
| 1 | -6.07 |
| 2 | -10.62 |